The following is a DFT calculation (wB97M-V/def2-TZVPD) of a structure of composition C17H24NOPdSSb2.

The geometry in XYZ format:
```
47
Properties=species:S:1:pos:R:3:mulliken_charge:R:1
Pd -0.679 -1.270 -0.968 -0.568
C -4.621 0.148 -0.810 -1.347
Sb -2.738 -0.363 0.122 0.939
C -3.679 -1.262 1.840 -1.300
C -2.543 1.606 1.059 -1.743
C -1.605 1.612 2.222 0.823
C -2.129 1.377 3.497 -0.604
C -1.334 1.349 4.630 -0.659
C 0.029 1.572 4.505 -0.699
C 0.563 1.813 3.251 -0.586
C -0.221 1.831 2.094 0.891
C 0.459 2.065 0.783 -1.644
Sb 1.211 0.211 -0.107 0.995
C 2.442 1.251 -1.534 -1.446
C 2.814 -0.011 1.330 -1.359
H -5.285 0.648 -0.102 0.358
H -5.096 -0.767 -1.166 0.353
H -4.445 0.796 -1.667 0.360
H -4.486 -0.628 2.213 0.308
H -2.936 -1.412 2.622 0.345
H -4.082 -2.231 1.548 0.380
H -3.549 1.883 1.381 0.587
H -2.233 2.294 0.272 0.570
H -3.197 1.216 3.592 0.299
H -1.778 1.161 5.600 0.381
H 0.673 1.562 5.376 0.380
H 1.628 1.994 3.153 0.339
H 1.321 2.722 0.909 0.592
H -0.200 2.498 0.031 0.410
H 2.857 2.161 -1.098 0.525
H 1.828 1.477 -2.405 0.318
H 3.256 0.593 -1.843 0.387
H 3.366 0.925 1.440 0.364
H 3.485 -0.784 0.955 0.372
H 2.424 -0.323 2.298 0.348
O 0.430 -0.589 -3.451 -0.654
N 1.388 -1.445 -3.594 0.501
C 2.515 -1.049 -4.237 -0.208
C 3.587 -1.878 -4.445 -0.759
C 3.519 -3.186 -3.970 -0.095
C 2.378 -3.588 -3.316 -0.798
C 1.277 -2.738 -3.107 0.320
S -0.156 -3.258 -2.334 -0.497
H 2.470 -0.022 -4.568 0.432
H 4.454 -1.496 -4.967 0.365
H 4.344 -3.873 -4.109 0.356
H 2.278 -4.591 -2.925 0.367
```

Summary:
charge: -1
frontier orbital gap: 6.24 eV
molar mass: 640.4 g/mol
HOMO: -3.2 eV